Computed, not measured: an isolated ion of composition C9H16NS and charge +1 at a distorted geometry, with the ωB97M-V functional and the def2-TZVPD basis.

Geometry as XYZ:
```
27
C9H16NS the ωB97M-V functional and the def2-TZVPD basis
C 1.8146 0.0148 -0.0107
C 1.4110 0.6823 -1.2660
C -0.9239 -0.2262 -1.2069
C 0.4435 -0.0959 0.7163
C -0.1121 1.0019 -1.0899
C -0.5614 -1.0157 0.0279
C 0.1819 -2.3846 -0.2728
C -1.7952 -1.2927 0.9388
C 0.4429 2.5553 0.9550
N -0.1288 1.2242 0.4376
S 3.1334 -0.7811 0.4103
H 2.0241 1.5655 -1.4931
H 1.5927 0.0508 -2.1705
H -1.9183 0.0547 -1.1999
H -0.7678 -0.7613 -2.1149
H 0.4821 -0.3403 1.7816
H -0.6102 1.9490 -1.5715
H 0.8652 -2.3385 0.5720
H 0.7797 -2.3770 -1.2382
H -0.6613 -2.9832 -0.0592
H -2.6164 -1.7863 0.4673
H -2.1181 -0.5836 1.6375
H -1.4544 -2.1630 1.5570
H 0.9959 3.1247 0.2606
H -0.4019 3.2015 1.2510
H 1.0357 2.4273 1.9020
H -1.1330 1.2774 0.7789
```

SMILES: C[N@H+]1[C@H]2CC(=S)[C@@H]1C(C)(C)C2
LUMO level in eV: -4.2
Kohn-Sham gap in eV: 8.389
Net charge: +1

Atomic partial charges in e from the natural (NBO) method, atoms 1 to 4: number 1, C, carries -0.126; number 2, C, carries -0.556; number 3, C, carries -0.456; number 4, C, carries -0.136